{"formula": "CH3F2OP", "method": "wB97M-V/def2-TZVPD", "elements": ["C", "O", "F", "F", "P", "H", "H", "H"], "positions_angstrom": [[1.3722, 0.2255, 0.0790], [0.5743, 0.9471, 0.8122], [-1.9570, -1.3889, 0.2474], [-2.8566, 0.3455, -1.1588], [-2.4110, 0.1791, 0.4051], [1.0631, -0.1244, -0.8986], [1.7772, -0.7613, 0.5824], [2.4378, 0.5775, -0.0688]], "lowdin_charge": [-0.31, -0.09, -0.40, -0.40, 0.89, 0.06, 0.13, 0.12], "e_above_lowest_ev": 4.3382, "e_tot_ev": -17854.5670, "fmax_ha_per_bohr": 0.0784, "multiplicity": 1}


{"formula": "H10NO3", "method": "wB97M-V/def2-TZVPD", "elements": ["N", "H", "H", "H", "H", "H", "H", "O", "H", "H", "O", "H", "H", "O"], "positions_angstrom": [[1.1857, 0.6555, -1.0166], [1.9783, 1.1475, -1.4616], [0.2545, 0.8776, -1.2017], [1.4250, -0.3480, -1.0815], [1.4290, 0.8342, 0.1156], [-1.2847, -0.7175, 0.5156], [-1.4637, -1.7783, 1.6108], [-0.7899, -1.1844, 1.0211], [-1.4278, -0.7528, -1.4436], [-1.9683, -0.1011, -2.6419], [-1.2578, -0.0086, -1.9360], [1.0609, 0.8430, 3.0217], [0.0446, 0.0085, 2.3456], [0.8142, 0.5244, 2.1524]], "lowdin_charge": [0.30, 0.17, 0.06, 0.16, 0.20, -0.08, 0.22, 0.03, 0.00, 0.15, 0.01, 0.19, 0.11, 0.49], "e_above_lowest_ev": 2.5040, "e_tot_ev": -7771.4458, "fmax_ha_per_bohr": 0.2090, "multiplicity": 2, "s2": 0.75, "total_charge": 2}


{"formula": "C16H22AuBrI2LuNO3S2", "method": "wB97M-V/def2-TZVPD", "elements": ["I", "I", "Lu", "Au", "S", "S", "C", "C", "C", "C", "C", "C", "C", "C", "C", "C", "C", "O", "O", "O", "H", "H", "H", "H", "H", "H", "H", "H", "H", "H", "H", "H", "H", "H", "H", "H", "H", "H", "Br", "C", "C", "C", "C", "N", "C", "H", "H", "H", "H"], "positions_angstrom": [[-0.7549, -4.1281, -1.3500], [-0.7538, -3.4009, -3.9733], [-0.0313, 0.7309, -2.9465], [0.0699, -0.0238, -0.0403], [1.3063, -0.9039, -1.8462], [-1.7196, -0.4252, -1.7219], [1.4425, 0.2003, 1.2353], [3.1224, -0.6547, -1.8193], [-3.3301, 0.3869, -1.4924], [3.5874, -1.0094, -3.2157], [3.5254, 0.7582, -1.4292], [3.5991, -1.6714, -0.8097], [-4.0187, 0.2164, -2.8367], [-3.2355, 1.8455, -1.0948], [-4.0068, -0.4449, -0.4363], [1.4538, 1.6446, -4.0012], [-1.2468, 2.0817, -3.8641], [2.2500, 0.3095, 1.9861], [2.2859, 2.1650, -4.6308], [-1.9300, 2.8479, -4.4173], [3.2211, -0.3042, -3.9800], [3.2573, -2.0218, -3.5020], [4.6878, -0.9878, -3.2398], [3.1636, 1.5145, -2.1487], [4.6352, 0.8108, -1.4259], [3.1741, 1.0385, -0.4316], [3.2479, -1.4645, 0.2079], [4.7017, -1.6662, -0.7916], [3.2720, -2.6903, -1.0820], [-5.0531, 0.5823, -2.7529], [-4.0507, -0.8436, -3.1368], [-3.5249, 0.7841, -3.6418], [-4.2637, 2.2444, -0.9801], [-2.7222, 2.4625, -1.8518], [-2.7174, 1.9875, -0.1386], [-5.0417, -0.0956, -0.3036], [-3.5124, -0.3766, 0.5397], [-4.0394, -1.5127, -0.7159], [-3.3408, -2.0928, 4.0560], [-2.6468, -0.5486, 3.1485], [-2.9657, 0.7261, 3.5876], [-2.4087, 1.8075, 2.9294], [-1.5911, 1.6235, 1.8615], [-1.3795, 0.3978, 1.4604], [-1.8212, -0.7308, 2.0730], [-3.6159, 0.8622, 4.4448], [-2.6189, 2.8369, 3.2862], [-1.0934, 2.4808, 1.3433], [-1.5261, -1.7162, 1.7059]], "lowdin_charge": [0.59, 0.56, 0.90, 0.88, 0.48, 0.50, -0.18, -0.88, -0.89, -0.07, -0.06, -0.10, -0.07, -0.06, -0.10, -0.18, -0.18, 0.31, 0.21, 0.21, 0.07, 0.10, 0.14, 0.07, 0.14, 0.06, 0.07, 0.13, 0.10, 0.14, 0.10, 0.07, 0.14, 0.07, 0.05, 0.13, 0.05, 0.10, 0.89, -0.61, 0.00, 0.02, -0.15, -0.14, -0.18, 0.15, 0.17, 0.16, 0.12], "e_tot_ev": -169760.5302, "fmax_ha_per_bohr": 0.1961, "multiplicity": 3, "s2": 2.01, "total_charge": 4}


{"formula": "C37H35Br2N5O6Y", "method": "wB97M-V/def2-TZVPD", "elements": ["Y", "C", "C", "C", "C", "C", "N", "C", "C", "C", "N", "C", "C", "C", "C", "C", "C", "C", "C", "N", "C", "C", "C", "N", "C", "C", "C", "C", "O", "C", "O", "H", "H", "H", "H", "H", "H", "H", "H", "H", "H", "H", "H", "H", "H", "H", "H", "H", "H", "H", "H", "H", "H", "H", "H", "H", "H", "H", "H", "Br", "C", "C", "C", "C", "C", "N", "C", "O", "O", "H", "H", "H", "Br", "C", "C", "C", "C", "C", "C", "C", "O", "O", "H", "H", "H", "H"], "positions_angstrom": [[-0.3098, -0.4610, -0.0598], [-7.3418, -1.6132, -2.3083], [-6.0044, -1.4768, -1.6226], [-5.5619, -2.3827, -0.6938], [-4.3334, -2.2228, -0.0180], [-3.8564, -3.2765, 0.8010], [-2.7379, -3.3246, 1.4582], [-2.2890, -4.5426, 2.1503], [-0.7696, -4.6774, 2.1640], [-0.0895, -4.4726, 0.8227], [-0.5172, -5.4772, -0.1614], [-0.4565, -5.4354, -1.4664], [-0.1179, -4.4377, -2.4075], [0.2755, -4.9913, -3.6626], [0.8032, -4.2529, -4.6759], [1.2350, -4.8524, -5.9901], [0.9458, -2.8750, -4.4216], [0.5412, -2.2515, -3.2634], [0.7872, -0.8069, -3.2115], [0.5828, 0.0045, -2.2564], [1.0352, 1.3935, -2.4741], [0.2341, 2.3838, -1.6414], [-1.2510, 2.3426, -1.9517], [-1.8673, 1.1214, -1.3949], [-3.0622, 0.8890, -1.7658], [-3.9153, -0.2143, -1.3206], [-5.1390, -0.4066, -1.9260], [-3.5104, -1.0941, -0.2766], [-2.4429, -0.9181, 0.3849], [-0.1133, -3.0080, -2.2252], [-0.7179, -2.4505, -1.2633], [-7.7256, -2.6308, -2.2273], [-8.0832, -0.9450, -1.8645], [-7.2705, -1.3655, -3.3687], [-6.1660, -3.2591, -0.4716], [-4.4622, -4.1791, 0.8540], [-2.1354, -2.4942, 1.4562], [-2.6575, -4.5425, 3.1758], [-2.7519, -5.3873, 1.6371], [-0.3250, -3.9505, 2.8426], [-0.5410, -5.6674, 2.5740], [-0.3002, -3.4979, 0.4137], [0.9934, -4.5335, 0.9434], [-0.7233, -6.3911, 0.2152], [-0.6456, -6.4085, -1.9083], [0.1720, -6.0645, -3.7986], [1.0285, -5.9217, -6.0207], [0.7107, -4.3884, -6.8276], [2.3055, -4.7151, -6.1556], [1.3940, -2.2569, -5.1966], [1.2292, -0.4156, -4.1329], [2.0900, 1.4538, -2.2009], [0.9468, 1.6541, -3.5330], [0.3927, 2.1861, -0.5755], [0.6236, 3.3835, -1.8278], [-1.7393, 3.2092, -1.5056], [-1.4136, 2.3924, -3.0333], [-3.5311, 1.5597, -2.4945], [-5.4412, 0.2966, -2.6995], [-2.3624, 2.9847, 1.3452], [-1.0699, 2.1264, 2.4369], [-0.5606, 2.8581, 3.4971], [0.3263, 2.2252, 4.3472], [0.6391, 0.8958, 4.1235], [0.0885, 0.2624, 3.0325], [-0.7432, 0.8740, 2.1618], [0.3495, -1.2134, 2.7912], [1.0662, -1.8274, 3.5548], [-0.2755, -1.6893, 1.7593], [-0.8643, 3.8841, 3.6458], [0.7496, 2.7616, 5.1875], [1.2914, 0.3281, 4.7728], [7.5554, -1.4728, 3.5583], [5.9317, -1.2192, 2.6283], [5.2029, -0.0602, 2.8440], [4.0134, 0.1207, 2.1571], [3.5622, -0.8500, 1.2730], [4.3046, -2.0061, 1.0678], [5.4987, -2.1962, 1.7439], [2.2757, -0.6605, 0.5573], [1.6288, 0.4382, 0.7032], [1.7942, -1.5826, -0.1478], [5.5647, 0.6863, 3.5375], [3.4245, 1.0178, 2.3013], [3.9337, -2.7534, 0.3784], [6.0890, -3.0888, 1.5914]], "lowdin_charge": [1.54, -0.04, -0.26, 0.02, -0.11, 0.02, 0.10, -0.13, -0.14, -0.14, 0.09, 0.00, -0.09, 0.01, -0.26, -0.04, 0.04, -0.09, -0.07, -0.03, -0.19, -0.19, -0.23, -0.03, -0.09, -0.10, 0.04, -0.29, -0.16, -0.28, -0.10, 0.08, 0.09, 0.08, 0.13, 0.15, 0.12, 0.13, 0.12, 0.11, 0.13, 0.07, 0.15, 0.16, 0.14, 0.12, 0.08, 0.08, 0.09, 0.13, 0.13, 0.13, 0.12, 0.08, 0.13, 0.08, 0.13, 0.14, 0.13, 0.83, -0.70, -0.10, -0.02, 0.02, -0.18, 0.05, -0.57, 0.09, -0.18, 0.10, 0.12, 0.13, 0.76, -0.69, -0.11, 0.00, -0.13, 0.00, -0.11, -0.57, -0.12, -0.05, 0.10, 0.12, 0.12, 0.10], "e_above_lowest_ev": 0.3808, "e_tot_ev": -199803.5695, "fmax_ha_per_bohr": 0.0193, "multiplicity": 1, "total_charge": 1}